{"formula": "C6H3NO2", "method": "wB97M-V/def2-TZVPD", "species": ["H", "C", "N", "H", "O", "C", "O", "C", "C", "C", "H", "C"], "positions_angstrom": [[3.436608, -3.287811, 0.357361], [-0.050630, -0.444098, -0.150920], [-0.930426, 2.906797, 0.312430], [-0.344130, 3.144835, -0.478045], [-0.449754, -2.165526, -1.678593], [-0.535245, 1.882397, 1.078019], [-1.199010, 1.842321, 2.139310], [2.516094, -2.858498, -0.002998], [1.492530, -2.333175, -0.378329], [0.262495, -1.699337, -0.814535], [-1.755095, 3.309185, 0.986454], [-0.289045, 0.619384, 0.378093]], "forces_ev_per_angstrom": [[-0.5, 0.1, -0.2], [-0.2, 1.1, 0.5], [-0.6, 1.1, 1.2], [-0.9, 0.9, -0.1], [0.3, 0.2, 0.4], [-5.4, -1.5, 1.0], [2.3, -0.9, 0.2], [-0.6, 0.5, -0.2], [1.1, -0.6, 0.4], [-0.5, -0.2, -0.5], [2.8, 0.1, -2.8], [2.0, -0.8, 0.0]], "lowdin_charge": [0.05, 0.10, 0.12, 0.11, 0.12, -0.53, 0.01, 0.17, -0.03, -0.44, 0.21, 0.11], "smiles": "C#CC(=O)C#CC(N)=O", "charge": 0, "homo_lumo_gap_ev": 9.50, "homo_energy_ev": -10.37, "molar_mass_g_mol": 121.1, "energy_ha": -435.4781}

---

{"formula": "C3H7ClS", "method": "wB97M-V/def2-TZVPD", "species": ["H", "H", "H", "H", "H", "S", "C", "C", "Cl", "H", "H", "C"], "positions_angstrom": [[-1.327407, -1.378075, -0.421272], [0.027667, -0.993905, -2.231133], [0.322838, -0.042129, 2.125559], [-0.216107, 2.699084, 0.485994], [0.007462, 0.687866, -1.453702], [0.776333, 1.885374, 0.794127], [-0.372508, -1.058752, -0.209891], [0.306668, -0.418914, -1.376309], [0.517122, -2.449782, 0.467246], [-1.191233, 0.794964, 1.739846], [1.381265, -0.341622, -1.382429], [-0.232099, 0.615890, 1.461963]], "forces_ev_per_angstrom": [[-2.2, -0.4, -0.1], [-0.3, 0.0, -1.0], [-0.1, 0.2, -0.1], [-0.3, 0.4, -0.2], [-0.1, -1.6, -0.2], [-0.2, -0.4, 0.5], [3.1, 2.4, 2.3], [-0.6, 1.7, 0.4], [-0.2, 0.4, -0.1], [-2.6, 0.8, 0.6], [0.5, -0.4, 0.6], [3.0, -3.0, -2.8]], "lowdin_charge": [0.01, 0.06, 0.01, -0.14, 0.06, 0.72, -0.60, -0.24, 0.52, -0.02, 0.06, -0.42], "charge": 0, "homo_lumo_gap_ev": 8.69, "homo_energy_ev": -8.03, "molar_mass_g_mol": 110.6, "energy_ha": -976.7723}

---

{"formula": "C11H30N2O3PtSi3", "method": "wB97M-V/def2-TZVPD", "species": ["H", "C", "C", "H", "O", "Pt", "H", "H", "H", "H", "H", "C", "Si", "C", "H", "H", "H", "H", "Si", "H", "N", "H", "H", "H", "H", "H", "C", "Si", "H", "H", "C", "C", "H", "H", "H", "N", "C", "C", "O", "H", "H", "C", "H", "H", "H", "H", "O", "C", "H", "H"], "positions_angstrom": [[-1.080213, 2.215922, -2.655591], [2.929285, -0.229897, -0.431852], [-0.187305, 0.037335, -0.186252], [0.714479, -3.185694, -1.145606], [1.453273, 1.300746, 2.207784], [0.454371, -0.313641, 1.701864], [2.157543, -0.683785, -3.440862], [1.107159, -1.913245, -2.728720], [-2.415712, 1.081054, -2.473783], [-2.788330, 0.819940, 1.692340], [-0.764395, 3.926604, -0.078077], [1.936517, 1.411970, 3.416768], [-1.361966, 1.524104, -0.248258], [-0.560025, 3.035334, 0.520217], [2.076751, -1.494279, 3.518406], [-3.655115, 0.585377, 0.162359], [3.067165, 0.465186, 0.398560], [-3.447103, 2.204856, 0.819674], [-1.099235, -1.659779, -0.321838], [-1.470469, -1.637159, -2.789499], [1.281403, -0.873948, 3.653004], [-3.173623, -1.417759, 1.066032], [0.846854, 2.271357, -2.672089], [-2.608596, 2.757631, -1.969068], [-0.970882, 3.197324, 1.518976], [-2.900780, -1.064877, -1.923953], [-2.084319, -1.786730, -1.902134], [1.306905, 0.210708, -1.334328], [0.821954, -2.991809, 0.598931], [-2.521840, -2.788003, -1.951370], [-2.958759, 1.233469, 0.697076], [1.620172, 1.942375, -1.977981], [-1.826706, -1.886097, 2.088729], [-0.427508, -4.030159, -0.103971], [2.306380, 0.265519, 5.044084], [1.649328, 0.335403, 4.280126], [1.223380, -0.841093, -2.894001], [-2.276566, -2.030476, 1.100517], [3.012001, -1.544600, 0.150137], [3.781156, -0.076224, -1.108552], [0.514868, 2.938056, 0.643251], [-1.903870, 1.921803, -2.004238], [-2.570624, -3.080549, 1.023645], [0.406651, -0.517821, -3.544143], [0.593013, -1.341620, 4.231467], [2.566056, 1.924304, -2.526494], [2.516949, 2.380170, 3.849608], [0.122180, -3.093754, -0.233111], [2.879904, -2.192554, -0.547603], [1.708243, 2.689004, -1.190176]], "forces_ev_per_angstrom": [[-0.1, 0.0, 0.0], [0.0, 0.0, 0.0], [-0.3, -0.1, 0.0], [0.0, 0.0, 0.1], [0.2, 0.2, -0.3], [0.2, -0.2, 0.3], [0.0, 0.0, 0.0], [0.0, 0.0, 0.0], [0.0, 0.0, 0.0], [0.0, 0.0, 0.0], [0.0, 0.0, 0.0], [-0.3, 0.2, 0.5], [0.1, -0.2, 0.0], [0.0, 0.0, 0.0], [0.0, 0.0, -0.1], [0.0, 0.0, 0.0], [0.0, 0.0, 0.0], [0.0, 0.0, 0.0], [0.3, 0.2, -0.3], [0.0, 0.0, 0.0], [-0.3, -0.1, 0.1], [0.0, 0.0, 0.0], [0.1, 0.0, 0.0], [0.0, 0.0, 0.0], [0.0, 0.0, 0.0], [0.0, 0.0, 0.0], [-0.1, -0.1, 0.0], [0.0, -0.1, 0.2], [0.0, 0.0, 0.0], [0.0, 0.0, 0.0], [0.0, 0.0, 0.0], [0.0, 0.1, 0.0], [0.0, 0.0, 0.0], [0.0, 0.0, 0.0], [0.0, -0.1, 0.0], [0.2, 0.1, -0.1], [0.0, -0.1, 0.0], [0.1, 0.1, 0.1], [0.0, -0.1, 0.0], [0.0, 0.0, 0.0], [0.1, 0.0, 0.0], [0.0, 0.1, -0.1], [0.0, 0.0, 0.0], [0.0, 0.0, 0.0], [0.0, 0.0, 0.0], [0.0, 0.0, 0.0], [0.1, -0.2, -0.2], [0.0, -0.1, -0.1], [0.0, 0.0, 0.0], [0.0, 0.0, 0.0]], "lowdin_charge": [0.01, -0.31, -0.63, 0.01, -0.19, 0.99, 0.04, 0.01, 0.02, 0.03, 0.04, -0.69, 0.38, -0.17, 0.11, 0.02, 0.07, 0.04, 0.37, 0.02, -0.10, 0.02, 0.02, 0.04, 0.04, 0.02, -0.16, 0.46, 0.01, 0.04, -0.19, -0.17, 0.01, 0.04, 0.14, 0.00, -0.17, -0.19, -0.16, 0.08, 0.00, -0.17, 0.04, 0.03, 0.10, 0.04, 0.08, -0.19, 0.06, 0.03], "charge": 0, "homo_lumo_gap_ev": 7.85, "homo_energy_ev": -8.85, "molar_mass_g_mol": 517.7, "energy_ha": -1760.2004}

---

{"formula": "C36H21F15GeN5O5SSr", "method": "wB97M-V/def2-TZVPD", "species": ["H", "C", "C", "S", "O", "F", "F", "C", "C", "H", "C", "N", "C", "H", "F", "F", "F", "C", "H", "H", "H", "C", "H", "C", "C", "C", "O", "C", "O", "F", "F", "F", "C", "F", "C", "H", "N", "C", "H", "C", "C", "C", "C", "C", "N", "H", "H", "H", "F", "C", "O", "C", "C", "N", "H", "F", "H", "C", "Sr", "C", "C", "H", "C", "H", "C", "O", "Ge", "H", "N", "C", "H", "C", "F", "C", "H", "H", "C", "C", "C", "H", "C", "F", "F", "C", "F"], "positions_angstrom": [[2.529717, 0.795719, 3.742590], [1.305919, 4.603469, 3.329580], [2.828920, -3.414963, 2.183187], [-2.857121, 1.517226, 1.820723], [0.025326, -1.356955, -1.954651], [-2.115352, 0.185363, 7.442682], [0.048850, 3.226394, 4.730193], [1.516302, 2.870798, -0.314094], [-2.868104, 2.862919, 5.074076], [2.825719, 3.772711, -2.614388], [1.861504, 2.136430, -1.619450], [-1.712453, -2.045422, 0.648882], [0.389020, -3.351853, 0.962211], [-0.815287, -3.254916, -0.769252], [2.563079, 6.013931, 1.937762], [-7.366575, 7.051928, 1.949569], [0.405360, 6.350665, 0.304764], [1.708148, 0.642781, 3.027291], [2.428669, 0.036284, -4.753192], [0.222931, -5.434640, 1.450021], [-0.536931, -2.540798, 3.166322], [2.510173, 2.741693, -2.679626], [1.213427, 1.606110, 2.874804], [-5.076947, 6.741814, 2.413284], [-6.347963, 6.232180, 2.224036], [-5.493478, 4.039819, 2.631088], [3.354397, 2.571473, -4.874206], [2.291272, 0.658474, -3.876984], [1.485700, -2.108572, -3.501592], [2.369456, 4.425210, 4.128264], [-3.816082, 4.981172, 5.583879], [-1.830447, 0.738043, 4.853691], [-1.017474, 4.140210, 2.820461], [-5.772982, 2.741374, 2.793829], [3.071161, -0.946648, 1.698134], [-1.073743, 0.316750, 2.869752], [2.209396, 0.224393, 1.711163], [-4.036266, 5.877730, 2.702937], [-2.454795, -1.940501, -0.031608], [0.096486, 3.996548, 3.619996], [-3.414660, 3.761830, 5.975772], [2.091233, -4.582303, 2.097538], [-2.555636, 1.355606, 6.965726], [-0.972747, -3.263921, 0.312972], [1.467080, 0.865553, -1.668006], [-2.795244, -2.921003, 2.267365], [2.678355, 1.010763, 1.279004], [1.196149, -1.327055, 3.734057], [-2.839737, 6.437460, 2.938216], [0.319629, 5.565413, 1.375627], [0.565800, 2.350010, 0.346391], [1.652319, 0.140238, -2.766119], [-2.275303, -1.987340, 2.003986], [1.130458, -2.242769, 0.999906], [-1.536888, -4.168680, 0.580961], [-4.873816, 8.062236, 2.332324], [3.737129, -0.987138, 2.572732], [1.413906, 5.402471, 2.207184], [-0.001053, -0.021198, 0.161972], [0.845487, -4.551071, 1.493991], [-2.433658, 1.665772, 5.622929], [3.786635, -3.391892, 2.686370], [0.720273, -0.346555, 3.633021], [-3.007233, -1.177977, 2.014908], [2.725679, 1.979348, -3.821971], [2.196363, 3.857200, -0.029401], [-2.727243, 3.196119, 3.097765], [-1.762667, -1.643584, 4.047251], [-0.460281, -0.501715, 2.797642], [-3.131312, 2.273845, 7.824246], [3.711230, -0.884669, 0.813619], [-3.560875, 3.488273, 7.326192], [-1.887123, 5.062395, 0.837147], [2.306303, -2.255533, 1.622926], [3.421923, 1.934000, -5.592644], [2.470816, -5.502904, 2.522579], [-1.234511, -1.702532, 3.084591], [-6.562621, 4.872268, 2.343241], [-0.856052, 4.910702, 1.681385], [0.478807, -0.014114, 4.653335], [1.011461, -1.257850, -2.752190], [-3.257000, 1.995409, 9.123350], [-7.799208, 4.381342, 2.194775], [-4.198906, 4.508217, 2.791774], [-4.099031, 4.391299, 8.153829]], "forces_ev_per_angstrom": [[0.0, 0.0, 0.0], [0.0, 0.1, -0.1], [0.0, 0.0, 0.0], [-0.1, -0.1, -0.1], [0.1, -0.1, 0.0], [0.0, 0.0, 0.0], [0.0, 0.0, 0.0], [0.0, -0.1, -0.1], [0.0, -0.1, 0.0], [0.0, 0.0, 0.0], [0.1, 0.0, 0.0], [0.1, -0.2, 0.1], [0.0, 0.0, 0.0], [0.0, 0.0, 0.0], [-0.1, 0.0, 0.0], [0.0, 0.0, 0.0], [0.0, 0.0, -0.1], [0.0, 0.0, 0.0], [0.0, 0.0, 0.0], [0.0, 0.0, 0.0], [0.0, 0.0, 0.0], [0.0, 0.0, 0.0], [0.0, 0.0, 0.0], [0.0, 0.0, 0.0], [0.0, 0.0, 0.0], [0.0, 0.1, 0.0], [0.0, 0.0, 0.0], [0.1, 0.0, 0.0], [0.0, 0.0, -0.1], [0.0, 0.0, 0.0], [0.0, 0.0, -0.1], [-0.2, 0.3, 0.4], [0.0, 0.0, 0.0], [0.0, 0.0, 0.0], [0.0, 0.0, 0.0], [0.1, -0.1, -0.1], [0.0, -0.1, 0.1], [0.1, 0.1, 0.0], [0.0, 0.0, 0.0], [0.0, 0.0, -0.1], [0.0, 0.0, 0.0], [0.0, 0.0, 0.0], [0.0, 0.0, -0.1], [-0.1, 0.0, 0.0], [0.0, 0.1, -0.2], [0.0, 0.0, 0.0], [0.0, 0.0, 0.0], [0.0, 0.0, 0.0], [-0.1, 0.1, 0.0], [-0.1, 0.0, 0.2], [0.3, 0.3, 0.0], [-0.1, 0.1, -0.1], [0.0, 0.0, 0.0], [0.1, -0.1, 0.1], [0.0, 0.0, 0.0], [0.0, 0.0, 0.0], [0.0, 0.0, 0.0], [0.0, 0.0, 0.0], [-0.8, 0.4, 0.2], [0.0, 0.0, 0.0], [0.0, -0.1, -0.1], [0.0, 0.0, 0.0], [0.0, 0.0, 0.0], [0.0, 0.0, 0.0], [0.0, 0.0, 0.0], [0.1, 0.0, 0.0], [0.1, 0.1, -0.1], [0.0, 0.0, 0.0], [0.1, -0.1, 0.0], [0.0, 0.0, 0.0], [0.0, 0.0, 0.0], [0.0, 0.0, 0.0], [0.0, 0.0, -0.1], [0.0, 0.0, 0.0], [0.0, 0.0, 0.0], [0.0, 0.0, 0.0], [0.0, 0.0, 0.0], [0.0, 0.0, 0.0], [0.1, 0.1, 0.1], [0.0, 0.0, -0.1], [0.0, 0.1, 0.0], [0.0, 0.0, 0.0], [0.0, 0.0, 0.0], [-0.1, -0.1, 0.0], [0.0, 0.0, 0.0]], "lowdin_charge": [0.12, -0.14, -0.02, 0.22, -0.18, 0.11, 0.07, -0.62, -0.10, 0.13, -0.17, -0.13, -0.26, 0.12, 0.13, 0.12, 0.13, -0.18, 0.12, 0.11, 0.11, 0.07, 0.10, -0.14, -0.14, -0.23, 0.06, 0.05, 0.01, 0.10, 0.10, 0.05, -0.14, 0.07, -0.15, -0.01, -0.12, -0.23, 0.12, -0.22, -0.21, -0.05, -0.14, -0.16, 0.03, 0.12, 0.11, 0.11, 0.10, -0.16, -0.18, -0.18, -0.21, 0.10, 0.12, 0.11, 0.12, -0.15, 1.44, -0.02, -0.22, 0.11, -0.21, 0.06, -0.29, 0.04, 0.60, 0.12, -0.15, -0.14, 0.14, -0.14, 0.09, -0.26, 0.10, 0.11, -0.21, -0.14, -0.24, 0.12, -0.64, 0.12, 0.11, -0.13, 0.11], "charge": -1, "homo_lumo_gap_ev": 7.70, "homo_energy_ev": -5.64, "molar_mass_g_mol": 1080.9, "energy_ha": -6038.5451}

---

{"formula": "C6H11N2O", "method": "wB97M-V/def2-TZVPD", "species": ["H", "H", "N", "N", "H", "O", "H", "H", "C", "H", "C", "C", "C", "C", "C", "H", "H", "H", "H", "H"], "positions_angstrom": [[-1.421034, -0.503270, 3.202916], [0.899702, -0.733638, 2.176687], [0.042636, -0.501510, 0.221399], [-2.007712, -0.463686, -1.365034], [-3.247627, -0.753907, 1.134918], [0.635942, 1.137508, 1.814289], [1.288249, 1.768483, -0.869688], [0.981336, -1.264611, -1.335283], [-1.602558, -0.419780, -0.143007], [-1.211347, -0.376705, -1.929292], [1.108184, -0.413583, -0.709171], [0.168735, -0.160975, 1.600680], [-1.304102, -0.489816, 2.182367], [1.141053, 0.898916, -1.483281], [-2.197658, -0.487115, 1.220379], [1.731905, 0.889973, -2.344949], [0.162637, 0.924340, -1.900480], [-3.034993, -0.661063, -1.509680], [-0.128342, 1.686925, 1.474208], [2.006303, -0.464281, -0.150485]], "forces_ev_per_angstrom": [[-0.6, -0.3, 2.1], [-0.1, -0.7, -0.5], [-6.2, 0.2, -0.2], [-2.2, -0.4, 2.7], [-0.1, 0.4, 1.1], [-2.3, 1.1, -0.6], [0.2, 0.2, 0.3], [0.5, -0.7, -0.9], [6.8, -0.5, 3.8], [0.3, -0.1, -2.4], [0.1, 1.3, -0.6], [-1.2, -0.9, 1.1], [2.8, 1.7, -2.3], [-1.4, -0.8, 0.6], [-1.3, -0.9, -3.1], [1.5, -0.1, -1.0], [-1.1, 0.9, -0.5], [1.8, 0.4, -0.8], [1.5, -0.1, 0.6], [0.9, -0.6, 0.6]], "lowdin_charge": [0.11, 0.17, -0.01, 0.26, 0.13, 0.02, 0.09, 0.12, -0.06, 0.10, -0.21, -0.36, 0.11, -0.03, 0.00, 0.07, 0.04, 0.20, 0.14, 0.13], "smiles": "CCN1C(=[NH2+])C=C[C@@H]1O", "charge": 1, "homo_lumo_gap_ev": 8.67, "homo_energy_ev": -13.68, "molar_mass_g_mol": 127.2, "energy_ha": -419.6319}

---

{"formula": "C11H15FNO4", "method": "wB97M-V/def2-TZVPD", "species": ["C", "C", "H", "C", "C", "O", "H", "H", "H", "H", "H", "N", "H", "O", "F", "O", "C", "H", "C", "C", "C", "C", "H", "H", "H", "H", "C", "H", "H", "H", "O", "C"], "positions_angstrom": [[-1.733368, -4.120693, -2.317258], [-0.968562, 0.992935, 1.170951], [0.442189, -2.452908, 0.514064], [-0.026299, 3.195013, 0.944322], [2.215517, 2.712732, -0.000186], [-2.080103, -1.847629, 0.389040], [0.401065, 0.250278, -0.525993], [-0.645724, 1.063748, 2.242902], [1.531472, -4.029105, -1.074412], [-3.368695, -3.031308, -1.524669], [-1.708471, 0.157590, 1.056762], [0.775743, 2.253975, 0.092915], [0.411549, 3.076772, 1.971890], [0.239256, -5.207978, -2.986110], [-2.147921, 3.063770, 1.907214], [3.098803, 1.883728, 0.734074], [0.478376, -3.784135, -1.133739], [2.240062, 3.763123, 0.394438], [-2.315726, -3.276059, -1.466293], [-1.460441, 2.474431, 0.864343], [-0.105325, -2.940025, -0.283913], [-0.291983, -4.439754, -2.215471], [0.335940, 2.371328, -0.826814], [-0.035188, 4.246538, 0.564136], [3.022437, 1.809900, 2.643799], [-1.831553, 2.620912, -0.180508], [-1.546362, -2.621606, -0.386966], [1.100323, 0.312572, 1.179870], [2.545284, 2.773293, -1.064268], [-2.280990, -4.608198, -3.113765], [3.253233, 2.503350, 1.997874], [0.455462, 0.833412, 0.431769]], "forces_ev_per_angstrom": [[-0.2, 0.2, 0.1], [0.2, 0.7, 0.6], [0.0, 0.0, 0.1], [-1.2, -1.0, 0.6], [1.4, 0.6, 0.0], [0.2, 0.0, -0.1], [0.2, 0.5, 1.0], [-0.8, -0.3, -0.7], [0.0, 0.0, 0.0], [0.0, 0.0, 0.0], [0.9, 0.9, -0.2], [0.2, 1.1, -0.8], [-0.7, 0.6, -0.9], [0.0, 0.1, 0.1], [-0.6, -0.7, -1.1], [-1.0, 0.6, -1.2], [0.1, 0.2, 0.3], [0.1, -1.1, -0.2], [0.0, -0.1, -0.1], [3.3, 0.0, 0.8], [0.1, -0.1, -0.1], [0.1, -0.3, -0.3], [0.6, 0.0, -0.1], [0.3, -1.0, 0.3], [0.2, 0.0, -0.4], [-0.6, 0.0, 1.1], [-0.2, 0.0, 0.1], [0.1, 0.9, -1.1], [-0.3, -0.6, 0.8], [0.0, 0.0, 0.0], [-0.1, 0.2, 0.8], [-2.2, -1.4, 0.6]], "lowdin_charge": [0.04, -0.05, 0.11, -0.04, -0.11, 0.07, 0.14, 0.13, 0.13, 0.13, 0.11, -0.09, 0.16, 0.14, 0.02, -0.10, 0.03, 0.16, 0.03, -0.25, 0.01, -0.38, 0.18, 0.16, 0.12, 0.17, -0.38, 0.14, 0.17, 0.13, 0.01, -0.07], "charge": 1, "homo_lumo_gap_ev": 8.73, "homo_energy_ev": -12.83, "molar_mass_g_mol": 244.2, "energy_ha": -883.3036}